A cluster of 2 separate species, C4H7NO2 in total. Source: the Open Molecules 2025 dataset; level of theory: ωB97M-V/def2-TZVPD.

Last column: Mulliken charge in e.
Cartesian coordinates (Å):
C -0.91 1.21 -0.70  -0.8377
N -0.76 -0.23 -0.66  -0.1817
C 1.38 -0.54 1.16  0.8862
C -0.06 -0.90 -1.64  0.0718
C 0.85 -0.21 2.30  -1.0333
O 2.07 -0.90 0.28  -0.3704
O 0.56 -0.37 -2.53  -0.5480
H -1.40 -0.75 -0.07  0.2411
H -0.16 -1.99 -1.53  0.3634
H -0.22 1.59 -1.45  0.2841
H -0.65 1.65 0.26  0.2815
H -1.93 1.49 -0.96  0.3167
H 1.46 0.10 3.12  0.2698
H -0.22 -0.15 2.42  0.2567

E_HOMO = -9.4 eV
orbital gap = 10.131 eV
SMILES string = C=C=O.CNC=O
electronic energy = -361.81219 a.u.
charge = 0
LUMO energy = 0.68 eV



An isolated molecule of C4H7NO2. Source: the Open Molecules 2025 dataset; level of theory: ωB97M-V/def2-TZVPD.

Last column: Mulliken charge in e.
Cartesian coordinates (Å):
C 0.75 1.35 0.11  -1.5442
C -0.25 0.39 -0.48  0.5951
C 0.14 -0.29 -1.78  -0.1494
O 1.07 0.05 -2.47  -0.4419
C -0.13 -0.54 0.67  0.0722
O 1.04 -1.09 0.99  -0.4681
N -1.16 -0.93 1.40  -0.3087
H 1.60 -0.28 0.75  0.4457
H 1.53 1.62 -0.60  0.3891
H 0.30 2.21 0.61  0.1901
H -1.30 0.72 -0.59  0.4209
H -0.49 -1.16 -2.06  0.3188
H -2.10 -0.67 1.15  0.2363
H -1.00 -1.39 2.29  0.2440

E_HOMO = -6.9 eV
orbital gap = 7.289 eV
electronic energy = -361.73339 a.u.
charge = 0
LUMO energy = 0.38 eV



An isolated molecule of C4H7NO2. Source: the Open Molecules 2025 dataset; level of theory: ωB97M-V/def2-TZVPD.

Last column: Mulliken charge in e.
Cartesian coordinates (Å):
O -1.87 -0.14 -1.02  -0.5453
C -1.18 -0.18 0.20  0.3444
C 0.03 -1.11 0.09  -0.7628
N 0.90 0.00 0.57  -0.1011
C -0.20 0.97 0.50  -0.6817
C 2.02 0.17 -0.22  0.0893
O 2.30 1.16 -0.84  -0.5245
H -2.64 0.44 -0.92  0.3093
H -1.84 -0.42 1.04  0.3298
H 0.06 -2.02 0.69  0.2625
H 0.22 -1.33 -0.96  0.3394
H -0.36 1.51 1.44  0.2574
H -0.07 1.68 -0.33  0.3074
H 2.64 -0.75 -0.23  0.3759

E_HOMO = -9.8 eV
orbital gap = 10.478 eV
SMILES string = O=CN1CC(O)C1
electronic energy = -361.81192 a.u.
charge = 0
LUMO energy = 0.71 eV



An isolated molecule of C4H7NO2. Source: the Open Molecules 2025 dataset; level of theory: ωB97M-V/def2-TZVPD.

Last column: Mulliken charge in e.
Cartesian coordinates (Å):
O 1.59 2.25 -0.25  -0.3145
C 0.38 1.74 -0.12  -0.5238
C 0.42 0.39 -0.81  -0.1301
N -0.39 -0.56 -0.08  0.1640
C -0.05 -0.76 1.31  -0.9489
C -1.41 -1.26 -0.65  0.1718
O -2.10 -2.08 -0.08  -0.5682
H 1.59 3.12 0.17  0.4255
H -0.17 0.18 1.86  0.3255
H -0.03 0.56 -1.81  0.2806
H 1.44 0.02 -0.96  0.2640
H -0.72 -1.52 1.72  0.3041
H 0.99 -1.09 1.41  0.3070
H -1.55 -0.99 -1.72  0.2432

E_HOMO = -9.0 eV
orbital gap = 9.523 eV
electronic energy = -361.76023 a.u.
charge = 0
LUMO energy = 0.50 eV



A structure of composition C4H7NO2. Source: the Open Molecules 2025 dataset; level of theory: ωB97M-V/def2-TZVPD.

Last column: Mulliken charge in e.
Cartesian coordinates (Å):
C 0.67 0.55 1.04  -0.8190
C -0.09 0.08 -0.20  1.3064
C 0.28 0.57 -1.55  -1.2501
C -1.43 -0.45 0.10  -1.5917
N 1.30 -0.56 1.33  0.8264
O 2.17 -0.85 2.09  -0.6878
O 0.92 -1.42 0.31  -0.4819
H 0.45 1.29 1.87  0.2896
H 1.32 0.67 -1.56  0.4106
H -0.19 1.69 -1.64  0.2726
H -0.19 -0.07 -2.17  0.3946
H -1.71 -1.05 -0.72  0.3680
H -2.04 0.35 0.08  0.4767
H -1.44 -0.81 1.02  0.4856

E_HOMO = -8.7 eV
orbital gap = 9.312 eV
electronic energy = -361.63689 a.u.
charge = 0
LUMO energy = 0.59 eV



An isolated molecule of C4H7NO2. Source: the Open Molecules 2025 dataset; level of theory: ωB97M-V/def2-TZVPD.

Last column: Mulliken charge in e.
Cartesian coordinates (Å):
C 0.46 -1.44 0.82  -1.4542
C 0.36 -0.19 -0.04  0.4944
C 0.07 -0.55 -1.50  -0.0326
O 0.54 -1.52 -2.04  -0.4694
C -0.69 0.78 0.46  0.2706
O -1.68 0.43 1.07  -0.6020
N -0.49 2.08 0.09  -0.3720
H -0.52 -1.92 0.89  0.3111
H 1.17 -2.14 0.39  0.3981
H 0.78 -1.18 1.84  0.3647
H 1.34 0.32 -0.06  0.2788
H -0.59 0.16 -2.06  0.3551
H 0.40 2.40 -0.26  0.2077
H -1.15 2.77 0.42  0.2495

E_HOMO = -10.0 eV
orbital gap = 10.654 eV
SMILES string = C[C@@H](C=O)C(N)=O
electronic energy = -361.86265 a.u.
charge = 0
LUMO energy = 0.64 eV



An isolated molecule of C4H7NO2. Source: the Open Molecules 2025 dataset; level of theory: ωB97M-V/def2-TZVPD.

Last column: Mulliken charge in e.
Cartesian coordinates (Å):
O -1.21 -1.64 0.66  -0.5387
C -0.82 -0.60 -0.16  0.0586
C -0.98 0.87 0.14  -0.5377
N 0.03 1.07 -0.94  -0.6270
C 0.64 -0.36 -0.52  0.0346
C 1.84 0.03 0.33  -0.1382
O 1.92 1.07 0.94  -0.4895
H -2.09 -1.90 0.33  0.3515
H -1.24 -0.69 -1.17  0.3136
H -0.59 1.14 1.13  0.2562
H -1.99 1.27 0.00  0.3268
H 0.68 1.78 -0.60  0.3343
H 1.01 -1.24 -1.10  0.3157
H 2.75 -0.57 0.16  0.3397

E_HOMO = -9.7 eV
orbital gap = 10.087 eV
SMILES string = O=C[C@@H]1NC[C@@H]1O
electronic energy = -361.75261 a.u.
charge = 0
LUMO energy = 0.39 eV



An isolated molecule of C4H7NO2. Source: the Open Molecules 2025 dataset; level of theory: ωB97M-V/def2-TZVPD.

Last column: Mulliken charge in e.
Cartesian coordinates (Å):
C -1.19 -1.15 -0.54  -0.8390
C -0.47 -0.09 -0.19  0.1658
N -0.96 0.98 0.61  -0.2359
O -2.25 0.69 1.13  -0.4340
C 0.93 0.13 -0.69  -0.0103
C 2.16 0.00 0.12  -0.3313
O 1.74 -1.03 -0.76  -0.4060
H -2.23 -1.24 -0.24  0.3255
H -0.73 -1.94 -1.12  0.2899
H -0.36 1.11 1.41  0.2900
H -2.79 1.45 0.87  0.3417
H 0.97 0.77 -1.58  0.3157
H 3.05 0.54 -0.21  0.2574
H 2.13 -0.21 1.19  0.2705

E_HOMO = -8.7 eV
orbital gap = 9.690 eV
SMILES string = C=C(NO)[C@H]1CO1
electronic energy = -361.72328 a.u.
charge = 0
LUMO energy = 0.94 eV



A cluster of 2 separate species, C4H7NO2 in total. Source: the Open Molecules 2025 dataset; level of theory: ωB97M-V/def2-TZVPD.

Last column: Mulliken charge in e.
Cartesian coordinates (Å):
O -1.94 0.87 -1.10  -0.4116
C -0.01 1.19 1.07  -0.9443
C 0.65 0.06 0.95  0.3601
C 1.74 -0.75 0.44  -0.1612
N 0.58 -1.32 1.16  -0.5746
C -0.91 0.14 -1.54  0.1795
O -0.83 -1.06 -1.46  -0.5597
H -2.51 0.27 -0.60  0.3383
H 0.39 2.13 0.70  0.2722
H -1.00 1.22 1.54  0.2960
H 2.69 -0.80 0.98  0.2307
H 1.81 -0.93 -0.64  0.2121
H -0.07 -1.77 0.52  0.3363
H -0.14 0.78 -1.98  0.4262

E_HOMO = -9.1 eV
orbital gap = 9.820 eV
SMILES string = C=C1CN1.O=CO
electronic energy = -361.77749 a.u.
charge = 0
LUMO energy = 0.77 eV



Q: What is the formula in the second record?
A: C4H7NO2



Q: The highest E_HOMO belongs to which entry?
A: number 2



What did the ninth record say?
A cluster of 2 separate species, C4H7NO2 in total. Source: the Open Molecules 2025 dataset; level of theory: ωB97M-V/def2-TZVPD.

Last column: Mulliken charge in e.
Cartesian coordinates (Å):
O -1.94 0.87 -1.10  -0.4116
C -0.01 1.19 1.07  -0.9443
C 0.65 0.06 0.95  0.3601
C 1.74 -0.75 0.44  -0.1612
N 0.58 -1.32 1.16  -0.5746
C -0.91 0.14 -1.54  0.1795
O -0.83 -1.06 -1.46  -0.5597
H -2.51 0.27 -0.60  0.3383
H 0.39 2.13 0.70  0.2722
H -1.00 1.22 1.54  0.2960
H 2.69 -0.80 0.98  0.2307
H 1.81 -0.93 -0.64  0.2121
H -0.07 -1.77 0.52  0.3363
H -0.14 0.78 -1.98  0.4262

E_HOMO = -9.1 eV
orbital gap = 9.820 eV
SMILES string = C=C1CN1.O=CO
electronic energy = -361.77749 a.u.
charge = 0
LUMO energy = 0.77 eV



Q: Number 5 is which compound?
A: C4H7NO2